Version 1
{
  "formula": "C4H7NOS",
  "method": "ωB97M-V/def2-TZVPD",
  "elements": ["H", "C", "N", "C", "S", "H", "H", "C", "H", "H", "H", "C", "O", "H"],
  "positions_angstrom": [[-2.57, -0.15, -0.80], [1.05, -1.19, 0.39], [-0.19, -1.03, 0.47], [2.03, -0.15, 0.11], [1.04, 1.40, -0.11], [-1.29, -0.24, -1.87], [-2.07, 1.21, -1.30], [-1.69, 0.30, -0.97], [2.74, -0.20, 1.04], [-1.46, 1.54, 1.49], [2.81, -0.20, -0.62], [-0.63, 0.28, 0.18], [-1.15, 0.63, 1.44], [1.39, -2.22, 0.56]],
  "mulliken_charge": [0.453, -0.172, -0.494, -0.453, -0.198, 0.271, 0.421, -1.336, 0.244, 0.360, 0.373, 0.693, -0.532, 0.371],
  "lumo_ev": 0.79,
  "smiles": "C[C@@]1(O)N=CCS1",
  "total_charge": 0,
  "e_homo_ev": -8.8,
  "homo_lumo_gap_ev": 9.634
}

Version 2
{
  "formula": "C4H7NOS",
  "method": "ωB97M-V/def2-TZVPD",
  "elements": ["S", "H", "O", "H", "H", "C", "H", "H", "H", "C", "C", "N", "C", "H"],
  "positions_angstrom": [[1.89, 0.42, -0.84], [-0.78, -0.06, 1.71], [-1.51, 1.93, -0.29], [1.33, 1.25, 1.49], [-0.96, -0.44, -2.02], [-1.41, -0.51, -1.02], [-2.48, -0.81, -1.15], [0.08, -1.85, -0.23], [1.65, -0.45, 1.34], [-0.29, 0.02, 0.75], [1.18, 0.34, 0.86], [-0.64, -1.20, 0.03], [-1.18, 0.76, -0.19], [3.13, 0.60, -0.46]],
  "mulliken_charge": [-0.236, 0.361, -0.591, 0.400, 0.249, -0.291, 0.261, 0.276, 0.432, -0.052, -0.764, -0.469, 0.295, 0.128],
  "lumo_ev": 0.62,
  "smiles": "O=C1CN[C@H]1CS",
  "total_charge": 0,
  "e_homo_ev": -9.2,
  "homo_lumo_gap_ev": 9.866
}

version 2 wins, 0.0024 hartree ahead of the next structure.

Version 1
{
  "formula": "C3H5N3",
  "method": "ωB97M-V/def2-TZVPD",
  "elements": ["H", "C", "C", "N", "H", "H", "C", "H", "H", "N", "N"],
  "positions_angstrom": [[2.96, 0.56, -0.85], [-1.75, 0.08, -0.09], [1.21, -0.05, 0.06], [2.20, 0.75, -0.12], [-1.64, -1.79, -0.46], [0.57, -1.92, 0.45], [0.28, -0.93, 0.13], [2.52, 1.46, 0.61], [-2.97, 1.76, 0.45], [-2.34, 1.06, 0.04], [-1.05, -0.99, -0.22]],
  "mulliken_charge": [0.379, 0.292, 0.306, -0.258, 0.330, 0.411, -0.127, 0.367, 0.400, 0.052, -0.153],
  "lumo_ev": -10.31,
  "smiles": "[NH+]#CNC=C=[NH2+]",
  "total_charge": 2,
  "e_homo_ev": -20.5,
  "homo_lumo_gap_ev": 10.176
}

Version 2
{
  "formula": "C3H5N3",
  "method": "ωB97M-V/def2-TZVPD",
  "elements": ["H", "N", "H", "H", "C", "C", "N", "H", "C", "H", "N"],
  "positions_angstrom": [[-0.08, 1.89, -0.67], [2.72, -0.83, 0.01], [-2.16, -1.68, -0.21], [-2.62, -0.57, 1.01], [1.18, 0.89, 0.42], [-1.04, 0.11, 0.02], [-0.10, 0.98, -0.11], [1.50, 1.87, 0.73], [-1.90, -0.82, 0.25], [3.44, -1.04, -0.70], [1.98, 0.02, 0.03]],
  "mulliken_charge": [0.384, -0.396, 0.364, 0.302, -0.032, 0.612, -0.169, 0.412, -0.557, 0.397, 0.681],
  "lumo_ev": -11.23,
  "total_charge": 2,
  "e_homo_ev": -21.3,
  "homo_lumo_gap_ev": 10.094
}

version 1 wins, 0.1054 hartree ahead of the next structure.

Version 1
{
  "formula": "C10H10N2",
  "method": "ωB97M-V/def2-TZVPD",
  "elements": ["C", "H", "H", "C", "C", "H", "H", "H", "H", "C", "H", "C", "C", "H", "C", "N", "N", "C", "H", "C", "C", "H"],
  "positions_angstrom": [[-1.09, 1.70, -2.37], [2.89, 0.46, 2.72], [2.16, -1.92, 3.23], [1.52, -1.22, 2.67], [-0.94, 1.46, -1.03], [0.04, -1.61, -0.81], [-0.74, 1.32, 0.90], [-1.41, 2.69, -2.79], [-0.23, -1.56, -3.34], [1.89, 0.09, 2.40], [-1.53, -0.97, 1.23], [-0.29, -0.76, -1.29], [-0.32, -0.62, -2.70], [-0.49, 0.98, -4.29], [-0.08, 0.62, 1.41], [1.15, 1.00, 1.81], [-0.46, 0.27, -0.46], [-0.58, 0.70, -3.20], [-0.15, -2.63, 2.42], [0.25, -1.64, 2.20], [-0.54, -0.69, 1.58], [-1.07, 2.31, -0.28]],
  "mulliken_charge": [-0.516, 0.330, 0.315, -0.472, -0.136, 0.481, 0.239, 0.323, 0.290, -0.173, 0.456, 0.000, -0.568, 0.316, 0.471, -0.706, -0.231, -0.129, 0.395, -0.403, -0.569, 0.287],
  "lumo_ev": 0.18,
  "total_charge": 0,
  "e_homo_ev": -7.4,
  "homo_lumo_gap_ev": 7.581
}

Version 2
{
  "formula": "C10H10N2",
  "method": "ωB97M-V/def2-TZVPD",
  "elements": ["H", "H", "H", "C", "C", "H", "N", "C", "C", "N", "H", "H", "H", "C", "C", "H", "C", "C", "C", "H", "H", "C"],
  "positions_angstrom": [[-5.98, 5.13, -1.43], [6.57, -3.52, 2.50], [3.13, -5.21, 0.89], [5.80, -2.46, 0.62], [3.89, -4.41, 0.86], [6.59, -1.73, 0.43], [4.80, -4.34, 1.85], [-5.37, 2.22, 0.32], [4.80, -2.54, -0.34], [-4.05, 2.06, 0.06], [-7.18, 3.52, -0.08], [-5.81, 1.38, 0.87], [4.77, -1.96, -1.27], [-4.01, 4.09, -1.25], [-6.10, 3.37, -0.21], [-3.48, 4.81, -1.89], [-5.40, 4.31, -0.98], [5.81, -3.42, 1.71], [-3.37, 3.03, -0.60], [-2.32, 2.86, -0.87], [3.08, -3.63, -0.99], [3.84, -3.58, -0.20]],
  "mulliken_charge": [0.333, 0.365, 0.315, -0.342, -0.125, 0.314, -0.530, -0.167, -0.221, -0.501, 0.318, 0.360, 0.337, -0.287, -0.291, 0.318, -0.229, -0.189, -0.175, 0.320, 0.305, -0.227],
  "lumo_ev": 0.99,
  "smiles": "c1ccncc1.c1ccncc1",
  "total_charge": 0,
  "e_homo_ev": -9.6,
  "homo_lumo_gap_ev": 10.623
}

Version 3
{
  "formula": "C10H10N2",
  "method": "ωB97M-V/def2-TZVPD",
  "elements": ["H", "N", "H", "H", "C", "C", "C", "C", "H", "N", "H", "C", "C", "C", "C", "H", "C", "H", "H", "H", "C", "H"],
  "positions_angstrom": [[-1.44, 1.72, -1.43], [-2.24, -1.60, -0.75], [-0.03, -2.96, 0.08], [-2.19, 0.85, 1.39], [-0.07, -0.78, 0.12], [-2.12, 0.79, 0.26], [0.69, 0.40, 0.04], [2.07, 0.28, -0.23], [-1.65, 2.80, -0.19], [-2.34, -1.81, 0.43], [0.93, 2.30, -0.44], [2.77, -0.93, -0.14], [0.61, -1.99, 0.06], [-1.56, -0.61, 0.12], [0.14, 1.79, 0.14], [0.02, 1.98, 1.23], [-1.31, 1.87, -0.39], [2.35, -2.99, 0.20], [2.73, 1.08, -0.35], [-3.11, 0.68, 0.02], [1.99, -2.06, 0.06], [3.77, -0.81, -0.24]],
  "mulliken_charge": [0.367, -0.400, 0.239, 0.283, 0.459, -0.966, 0.462, -0.811, 0.426, -0.393, 0.406, -0.831, -0.722, 1.614, -0.653, 0.231, -0.922, 0.497, 0.343, 0.522, -0.670, 0.521],
  "lumo_ev": 0.69,
  "smiles": "c1ccc2c(c1)CCCC21N=N1",
  "total_charge": 0,
  "e_homo_ev": -8.6,
  "homo_lumo_gap_ev": 9.298
}

version 2 wins, 0.0547 hartree ahead of the next structure.

Version 1
{
  "formula": "C2H16O6",
  "method": "ωB97M-V/def2-TZVPD",
  "elements": ["H", "H", "H", "H", "C", "H", "O", "O", "C", "H", "O", "H", "H", "O", "H", "H", "O", "H", "H", "H", "H", "H", "H", "O"],
  "positions_angstrom": [[1.27, -1.52, -0.22], [-1.06, -0.89, 1.36], [0.51, -2.09, 0.93], [-2.05, 0.38, 2.03], [-0.99, -0.02, 2.01], [0.15, 0.62, -0.34], [-2.17, -0.92, -1.69], [2.24, 0.05, 2.53], [-0.10, 2.15, -1.54], [0.65, 0.93, 1.96], [-0.22, 1.03, 1.53], [2.10, -0.53, 1.77], [-0.73, -0.32, 3.01], [0.53, -1.70, -2.61], [-0.39, -1.89, -2.48], [0.59, -0.73, -2.42], [1.23, -1.54, 0.72], [0.30, 2.31, -2.51], [-1.18, 2.37, -1.43], [-2.48, -0.32, -2.36], [-1.37, -0.41, -1.42], [0.48, 2.78, -0.82], [2.54, -0.45, 3.30], [0.16, 0.73, -1.33]],
  "mulliken_charge": [0.332, 0.126, 0.274, 0.229, -0.564, 0.361, -0.699, -0.703, -0.721, 0.376, -0.496, 0.404, 0.343, -0.702, 0.373, 0.366, -0.632, 0.304, 0.259, 0.329, 0.359, 0.258, 0.290, -0.467],
  "lumo_ev": 0.54,
  "smiles": "CO.CO.O.O.O.O",
  "total_charge": 0,
  "e_homo_ev": -10.7,
  "homo_lumo_gap_ev": 11.222
}

Version 2
{
  "formula": "C2H16O6",
  "method": "ωB97M-V/def2-TZVPD",
  "elements": ["H", "O", "O", "H", "H", "O", "H", "C", "H", "H", "H", "H", "H", "C", "H", "O", "H", "H", "H", "O", "H", "O", "H", "H"],
  "positions_angstrom": [[0.67, -0.10, -2.95], [-2.15, -0.12, 2.97], [0.66, 0.04, 2.93], [0.10, -0.70, -0.36], [1.09, 1.30, 0.58], [1.36, -0.43, -3.55], [0.00, -2.98, -0.53], [-0.63, 1.75, -0.70], [-1.11, 2.70, -0.92], [0.57, -4.00, -1.51], [0.85, 2.98, 0.30], [0.24, -0.76, 1.17], [-1.22, -0.16, 3.23], [0.77, 2.01, -0.18], [-1.29, 1.30, 0.06], [-0.06, -1.26, 0.41], [0.89, -0.76, -4.32], [-2.44, -1.03, 2.94], [1.56, -0.20, 2.67], [-0.14, -3.87, -0.87], [1.49, 1.99, -0.99], [-0.55, 0.87, -1.82], [0.78, 0.70, 3.62], [-1.43, 0.74, -2.17]],
  "mulliken_charge": [0.381, -0.632, -0.693, 0.358, 0.104, -0.642, 0.365, -0.394, 0.398, 0.311, 0.364, 0.325, 0.318, -0.810, 0.331, -0.689, 0.310, 0.322, 0.296, -0.628, 0.291, -0.524, 0.296, 0.243],
  "lumo_ev": 0.09,
  "smiles": "CCO.O.O.O.O.O",
  "total_charge": 0,
  "e_homo_ev": -10.6,
  "homo_lumo_gap_ev": 10.724
}

Version 3
{
  "formula": "C2H16O6",
  "method": "ωB97M-V/def2-TZVPD",
  "elements": ["H", "O", "H", "O", "C", "H", "H", "H", "H", "O", "O", "H", "H", "H", "O", "C", "H", "H", "H", "H", "H", "H", "O", "H"],
  "positions_angstrom": [[-7.68, -8.88, 0.40], [-7.79, -9.16, -0.53], [-6.74, -12.59, 1.36], [-6.01, -12.08, 0.98], [-5.36, -7.14, -2.13], [-7.44, -11.68, -2.31], [-6.42, -6.78, -2.31], [-6.17, -8.70, -1.25], [-6.47, -9.30, -3.15], [-5.43, -8.61, -1.90], [-7.51, -12.26, -1.56], [-5.21, -5.41, -1.00], [-6.23, -12.05, 0.05], [-7.68, -10.13, -0.47], [-7.22, -9.89, -3.40], [-4.82, -6.40, -0.96], [-3.73, -6.36, -0.86], [-5.71, -9.77, 1.75], [-6.78, -9.09, 2.67], [-5.24, -6.94, -0.11], [-7.77, -9.56, -4.10], [-7.99, -13.03, -1.96], [-6.14, -8.94, 1.98], [-4.91, -7.03, -3.11]],
  "mulliken_charge": [0.326, -0.684, 0.319, -0.616, -0.297, 0.335, 0.252, 0.366, 0.365, -0.593, -0.652, 0.327, 0.315, 0.354, -0.660, -0.845, 0.251, 0.347, 0.307, 0.194, 0.265, 0.300, -0.660, 0.385],
  "lumo_ev": 0.50,
  "smiles": "CCO.O.O.O.O.O",
  "total_charge": 0,
  "e_homo_ev": -10.3,
  "homo_lumo_gap_ev": 10.768
}

version 3 wins, 0.0127 hartree ahead of the next structure.